Entry a
{"formula": "C4H4F2", "method": "the ωB97M-V functional and the def2-TZVPD basis", "elements": ["C", "C", "C", "C", "F", "F", "H", "H", "H", "H"], "coordinates": [[-1.19, 0.74, -0.30], [-0.63, 0.83, 0.86], [-0.18, -0.32, 0.13], [1.17, -0.42, -0.44], [-2.22, 1.03, -1.09], [-0.46, 1.57, 1.98], [-0.67, -1.87, 0.77], [1.61, -1.15, 0.19], [1.52, 0.56, -0.58], [1.05, -0.96, -1.52]], "charge": 0, "gap_ev": 9.83}

***

Entry b
{"formula": "C4H4F2", "method": "the ωB97M-V functional and the def2-TZVPD basis", "elements": ["F", "C", "C", "C", "C", "F", "H", "H", "H", "H"], "coordinates": [[2.45, 0.51, 0.00], [1.73, -0.62, 0.00], [0.40, -0.61, 0.00], [-0.40, 0.61, 0.00], [-1.72, 0.62, -0.01], [-2.45, -0.51, 0.00], [2.35, -1.50, -0.01], [-0.15, -1.54, 0.02], [0.14, 1.58, -0.02], [-2.34, 1.51, 0.04]], "charge": 0, "smiles": "F/C=C\\C=C/F", "gap_ev": 10.02}

***

Which is most stable? The ranking, best first, is entry b, entry a.